Entry 1:
Molecular formula: C26H22IrN3O4
Method: DFT, the ωB97M-V functional and the def2-TZVPD basis

CARTESIAN COORDINATES (ANGSTROEM)
Ir (6.224, 11.735, 7.401)
C (3.583, 13.358, 8.890)
C (3.669, 12.354, 7.955)
C (4.444, 11.330, 8.525)
C (4.770, 11.718, 9.887)
C (4.146, 12.976, 10.119)
H (3.122, 14.318, 8.706)
H (3.193, 12.418, 6.981)
H (4.360, 10.311, 8.159)
H (5.379, 11.110, 10.534)
H (4.312, 13.539, 10.968)
C (9.907, 10.913, 5.419)
C (8.710, 10.892, 6.255)
N (7.930, 12.022, 6.528)
N (8.323, 13.198, 6.079)
C (7.411, 14.104, 6.414)
O (6.415, 13.807, 7.200)
C (7.626, 15.391, 5.740)
C (8.655, 15.656, 4.892)
C (8.971, 17.029, 4.547)
C (8.060, 18.041, 4.752)
C (6.933, 17.752, 5.491)
C (6.726, 16.445, 5.972)
C (8.299, 9.844, 7.007)
C (9.078, 8.672, 7.113)
C (8.733, 7.692, 8.012)
C (7.425, 7.851, 8.608)
C (6.577, 8.845, 8.267)
N (6.980, 9.929, 7.534)
H (9.580, 10.574, 4.404)
H (10.626, 10.166, 5.758)
H (10.328, 11.934, 5.402)
H (9.257, 14.785, 4.543)
H (9.940, 17.155, 4.032)
H (8.279, 19.038, 4.426)
H (6.234, 18.511, 5.776)
H (5.908, 16.290, 6.666)
H (10.006, 8.642, 6.559)
H (9.411, 6.864, 8.241)
H (7.084, 7.150, 9.333)
H (5.495, 8.867, 8.582)
O (9.840, 14.390, 13.001)
C (8.790, 14.813, 12.452)
C (7.721, 15.440, 13.173)
C (6.639, 16.036, 12.519)
C (6.601, 16.072, 11.138)
C (7.447, 15.199, 10.378)
C (8.575, 14.752, 10.970)
C (9.671, 14.174, 10.098)
O (10.716, 13.796, 10.778)
O (9.531, 14.080, 8.888)
H (10.621, 13.927, 11.844)
H (7.769, 15.508, 14.295)
H (5.874, 16.603, 13.105)
H (5.924, 16.670, 10.595)
H (7.081, 14.797, 9.396)

The LUMO energy (spin up / spin down) comes out at -2.730 / -5.709 eV. The value obtained for the energy above the lowest of the compared OMol25 structures with the same formula, charge and spin is 0.0 kJ/mol. The multiplicity is 6. For the frontier orbital gap (spin up / spin down), the calculation gives 6.85 / 5.80 eV. As for the net charge: +1. The value obtained for the highest occupied orbital energy (spin up / spin down) is -9.58 / -11.51 eV.

Entry 2:
Molecular formula: C3H3NO
Method: DFT, the ωB97M-V functional and the def2-TZVPD basis

CARTESIAN COORDINATES (ANGSTROEM)
O (-0.250, -1.654, -1.469)
C (-0.572, -1.367, -0.356)
C (0.646, 1.343, 0.343)
C (-0.453, 0.663, 0.183)
N (-1.328, -0.180, -0.027)
H (-0.299, -1.934, 0.549)
H (1.132, 1.745, -0.536)
H (1.124, 1.384, 1.312)

The LUMO energy comes out at 0.885 eV. The value obtained for the energy above the lowest of the compared OMol25 structures with the same formula, charge and spin is 139.8 kJ/mol. Its structure (SMILES) is C=C=NC=O. For the frontier orbital gap, the calculation gives 10.67 eV. The value obtained for the highest occupied orbital energy is -9.78 eV.

Entry 3:
Molecular formula: C19H29ILiN3P
Method: DFT, the ωB97M-V functional and the def2-TZVPD basis

CARTESIAN COORDINATES (ANGSTROEM)
Li (0.593, -0.638, 1.068)
N (-0.222, -2.335, 0.479)
C (-0.715, -3.304, 0.107)
C (-1.327, -4.509, -0.356)
C (-1.571, -4.675, -1.719)
C (-2.166, -5.845, -2.155)
C (-2.509, -6.833, -1.240)
C (-2.263, -6.661, 0.115)
C (-1.669, -5.497, 0.569)
H (-1.298, -3.898, -2.419)
H (-2.362, -5.989, -3.208)
H (-2.974, -7.745, -1.588)
H (-2.535, -7.435, 0.819)
H (-1.471, -5.348, 1.622)
C (-2.149, 3.731, 0.695)
C (-1.908, 2.229, 0.855)
C (-2.111, 1.812, 2.314)
P (-0.316, 1.535, 0.207)
C (-0.599, 1.268, -1.606)
C (0.735, 0.946, -2.284)
C (-1.393, 2.317, -2.382)
C (1.062, 2.769, 0.383)
C (1.028, 4.074, -0.410)
C (1.298, 3.049, 1.870)
H (-3.166, 3.972, 1.009)
H (-2.024, 4.074, -0.330)
H (-1.474, 4.305, 1.330)
H (-2.653, 1.695, 0.252)
H (-1.369, 2.273, 2.969)
H (-2.046, 0.730, 2.440)
H (-3.095, 2.132, 2.661)
H (-1.194, 0.346, -1.607)
H (1.369, 1.830, -2.365)
H (0.561, 0.578, -3.296)
H (1.299, 0.180, -1.743)
H (-0.892, 3.283, -2.404)
H (-2.389, 2.461, -1.965)
H (-1.518, 1.989, -3.416)
H (1.919, 2.187, 0.021)
H (0.185, 4.704, -0.134)
H (0.983, 3.900, -1.483)
H (1.940, 4.641, -0.212)
H (0.519, 3.687, 2.288)
H (2.246, 3.574, 2.010)
H (1.307, 2.133, 2.470)
I (6.117, -2.726, 0.145)
C (4.620, -1.473, 0.783)
C (4.740, -0.190, 1.266)
N (3.496, 0.232, 1.555)
N (2.568, -0.701, 1.292)
C (3.243, -1.742, 0.821)
H (5.601, 0.435, 1.425)
H (3.221, 1.117, 1.947)
H (2.728, -2.643, 0.532)

The LUMO energy comes out at -2.506 eV. The value obtained for the energy above the lowest of the compared OMol25 structures with the same formula, charge and spin is 0.0 kJ/mol. For the frontier orbital gap, the calculation gives 8.97 eV. As for the net charge: +1. The value obtained for the highest occupied orbital energy is -11.48 eV.

Entry 4:
Molecular formula: C8H12BaN2P
Method: DFT, the ωB97M-V functional and the def2-TZVPD basis

CARTESIAN COORDINATES (ANGSTROEM)
C (0.827, 1.062, -2.817)
C (0.315, 0.263, -3.774)
C (-0.154, -1.073, -3.763)
C (-0.121, -2.096, -2.776)
C (0.256, -2.193, -1.481)
Ba (-0.410, 0.193, -0.764)
P (0.396, 3.260, 0.117)
H (1.137, 2.133, -2.978)
H (0.299, 0.689, -4.788)
H (-0.343, -1.458, -4.760)
H (0.246, -3.164, -0.931)
H (-0.458, -3.036, -3.283)
H (-0.648, 3.862, 0.896)
H (0.531, 4.380, -0.757)
H (1.429, 3.691, 1.003)
N (-0.456, -1.600, 2.599)
C (-0.561, -1.561, 3.933)
C (-0.355, -0.236, 4.325)
C (-0.128, 0.446, 3.116)
N (-0.197, -0.376, 2.036)
H (-0.540, -2.425, 2.005)
H (-0.772, -2.420, 4.535)
H (-0.367, 0.170, 5.316)
H (0.074, 1.488, 2.987)

The LUMO energy (spin up / spin down) comes out at 2.264 / 2.264 eV. The value obtained for the energy above the lowest of the compared OMol25 structures with the same formula, charge and spin is 68.8 kJ/mol. For the frontier orbital gap (spin up / spin down), the calculation gives 2.82 / 2.83 eV. As for the net charge: -1. The value obtained for the highest occupied orbital energy (spin up / spin down) is -0.56 / -0.56 eV.

Entry 5:
Molecular formula: C18H19ClMnN5O9PS
Method: DFT, the ωB97M-V functional and the def2-TZVPD basis

CARTESIAN COORDINATES (ANGSTROEM)
Mn (0.372, 0.049, 1.016)
O (2.258, -0.133, 1.958)
N (3.252, -0.357, 1.118)
C (4.159, -1.289, 1.474)
C (5.226, -1.600, 0.677)
C (5.352, -0.936, -0.547)
C (4.415, -0.002, -0.904)
C (3.323, 0.320, -0.074)
S (2.125, 1.461, -0.483)
H (3.939, -1.754, 2.422)
H (5.924, -2.360, 0.994)
H (6.168, -1.169, -1.218)
H (4.461, 0.510, -1.854)
O (-4.074, 4.801, 3.957)
C (-2.954, 5.125, 3.522)
O (-2.401, 6.243, 3.484)
C (-2.100, 3.958, 2.956)
C (-0.846, 4.204, 2.410)
C (-0.098, 3.151, 1.915)
N (-0.532, 1.890, 1.945)
C (-1.739, 1.637, 2.468)
C (-2.549, 2.641, 2.975)
C (-2.180, 0.171, 2.441)
O (-3.321, -0.101, 2.799)
O (-1.298, -0.653, 2.011)
H (-0.483, 5.222, 2.387)
H (0.883, 3.297, 1.476)
H (-3.521, 2.406, 3.382)
C (-2.469, 2.123, -3.444)
N (-2.084, 0.738, -3.701)
C (-3.243, -0.115, -3.438)
N (-3.829, 0.046, -2.110)
C (-4.145, 1.459, -1.909)
N (-3.016, 2.364, -2.114)
C (-1.993, 2.169, -1.077)
P (-1.296, 0.446, -1.052)
C (-0.940, 0.341, -2.867)
C (-2.917, -0.445, -1.067)
H (-3.234, 2.400, -4.176)
H (-1.596, 2.764, -3.590)
H (-2.949, -1.158, -3.569)
H (-4.013, 0.133, -4.177)
H (-4.529, 1.595, -0.897)
H (-4.928, 1.734, -2.623)
H (-2.426, 2.402, -0.100)
H (-1.177, 2.878, -1.240)
H (-0.648, -0.682, -3.103)
H (-0.082, 0.980, -3.092)
H (-3.388, -0.342, -0.086)
H (-2.719, -1.507, -1.219)
O (1.101, -1.942, 0.094)
Cl (0.915, -2.608, -1.201)
O (1.640, -1.880, -2.207)
O (1.412, -3.950, -1.091)
O (-0.492, -2.620, -1.521)

The LUMO energy (spin up / spin down) comes out at 4.347 / 4.341 eV. The value obtained for the energy above the lowest of the compared OMol25 structures with the same formula, charge and spin is 0.0 kJ/mol. The multiplicity is 6. For the frontier orbital gap (spin up / spin down), the calculation gives 7.15 / 7.55 eV. As for the net charge: -2. The value obtained for the highest occupied orbital energy (spin up / spin down) is -2.81 / -3.21 eV.